# 1
ORCA calculation (ωB97M-V/def2-TZVPD) on a cluster of 2 separate species, C11H6Cl4NO4 in total at a distorted geometry.

Results
LUMO level: 0.8040 eV
Orbital gap: 4.39 eV

```
! wB97M-V def2-TZVPD RIJCOSX def2/J DEFGRID3
* xyz -1 1
Cl -1.385 3.015 -0.585
Cl -1.700 -1.913 3.240
Cl 0.088 0.589 3.984
Cl -3.464 0.682 -1.162
O -0.410 2.872 2.202
O 1.426 1.190 -1.291
O -3.266 -1.475 0.807
O 1.241 -0.276 0.446
N 3.016 1.737 3.084
C 1.515 0.855 0.039
C 1.205 0.049 -2.162
C 2.449 1.766 2.051
C 1.351 0.554 -3.577
C -1.663 -0.504 2.285
C -2.460 0.691 0.218
C -0.880 0.567 2.595
C -0.856 1.815 1.774
C -1.608 1.719 0.492
C 1.888 1.983 0.827
C -2.551 -0.517 1.088
H 1.956 -0.724 -1.945
H 1.096 -0.238 -4.286
H 0.198 -0.352 -1.981
H 2.389 0.859 -3.762
H 2.107 2.903 0.300
H 0.697 1.417 -3.757
*
```

=====

# 2
ORCA calculation (ωB97M-V/def2-TZVPD) on a structure of composition C11H6FIOPt.

Results
LUMO level: -9.9662 eV
Orbital gap: 6.72 eV

```
! wB97M-V def2-TZVPD RIJCOSX def2/J DEFGRID3
* xyz 2 1
Pt -0.801 0.372 0.135
I -1.304 0.143 -2.330
F -1.954 0.464 1.594
O 2.311 -0.205 -2.379
C 2.966 0.760 1.150
C 4.399 0.058 -1.205
C 5.044 0.436 0.001
C 3.767 -1.965 -3.347
C 3.024 0.075 -1.171
C 2.272 0.418 -0.029
C 4.965 -1.068 -3.403
C 2.853 -1.133 -3.011
C 0.883 0.455 -0.027
C 4.352 0.759 1.151
C 5.218 -0.218 -2.396
H 5.600 -1.126 -4.278
H 6.127 0.460 0.010
H 4.889 1.028 2.050
H 2.407 1.032 2.037
H 6.148 0.341 -2.444
H 3.726 -3.017 -3.597
*
```

=====

# 3
ORCA calculation (ωB97M-V/def2-TZVPD) on a structure of composition C11H6IrN2O4S at a distorted geometry.

Results
LUMO level (alpha / beta): -11.7569 / -15.9285 eV
Orbital gap (alpha / beta): 6.43 / 4.80 eV

```
! wB97M-V def2-TZVPD RIJCOSX def2/J DEFGRID3
* xyz 3 5
Ir -0.754 2.165 0.634
S 1.663 -2.179 1.174
O -2.597 3.179 -2.101
O 2.287 2.400 0.770
O -1.200 4.676 2.252
O -1.859 0.348 2.819
N 1.332 0.002 2.680
N 0.304 -0.080 0.526
C 0.197 -0.944 -0.542
C -0.524 -1.697 -2.735
C 0.880 -3.142 -1.351
C -1.226 3.866 1.386
C -1.985 2.823 -1.210
C 0.169 -2.874 -2.510
C 1.029 -0.581 1.489
C 0.879 -2.152 -0.371
C -1.539 1.049 1.965
C -0.509 -0.735 -1.752
C 1.134 2.375 0.639
H -1.064 -1.504 -3.624
H 0.131 -3.594 -3.301
H -1.003 0.199 -1.815
H 0.945 0.932 2.831
H 1.888 -0.480 3.317
H 1.421 -4.051 -1.168
*
```

=====

# 4
ORCA calculation (ωB97M-V/def2-TZVPD) on a structure of composition C11H6N2O4Tb at a distorted geometry.

Results
LUMO level (alpha / beta): -14.5458 / -14.3016 eV
Orbital gap (alpha / beta): 4.80 / 5.05 eV

```
! wB97M-V def2-TZVPD RIJCOSX def2/J DEFGRID3
* xyz 3 7
Tb 0.241 0.347 0.267
O 0.380 -0.481 -3.178
O 2.477 -2.092 0.607
O -2.489 2.076 -0.626
O -2.015 -1.903 1.693
N 1.033 2.220 0.262
N 1.522 4.286 0.089
C 1.610 -1.361 0.389
C 0.242 -0.323 -2.049
C 0.720 3.336 -0.405
C -1.302 -1.230 1.088
C -1.651 1.305 -0.411
C 3.654 2.132 2.897
C 2.658 1.549 2.113
C 2.033 2.435 1.196
C 3.986 3.501 2.781
C 3.340 4.339 1.875
C 2.347 3.761 1.080
H 1.530 5.245 -0.208
H 4.168 1.508 3.602
H 2.354 0.490 2.152
H 3.542 5.406 1.731
H 4.752 3.915 3.400
H -0.035 3.429 -1.174
*
```

=====

# 5
ORCA calculation (ωB97M-V/def2-TZVPD) on the molecule C11H6N4 at a distorted geometry.

Results
SMILES: N#CC1(C#N)[C@@H]2C=C[C@@H](C2)C1(C#N)C#N
LUMO level: 0.0663 eV
Orbital gap: 11.16 eV

```
! wB97M-V def2-TZVPD RIJCOSX def2/J DEFGRID3
* xyz 0 1
N -1.977 0.622 -2.716
N 0.818 2.487 1.993
N 1.377 2.379 -1.912
N -2.958 1.106 1.216
C -0.471 0.781 0.538
C 1.670 -1.082 -0.041
C -0.064 -0.543 1.174
C -0.039 0.504 -0.928
C 0.822 1.398 -1.670
C -0.552 -1.443 0.067
C 0.399 -0.885 -0.955
C -1.830 1.053 0.911
C -1.163 0.654 -1.924
C 1.391 -0.883 1.235
C 0.303 1.825 1.221
H -1.618 -1.441 -0.177
H -0.555 -2.579 0.143
H 2.605 -1.013 -0.422
H 0.452 -1.460 -1.941
H 2.065 -0.753 2.072
H -0.677 -0.726 2.117
*
```

=====

Molar mass in u, matching the order above: 357.98; 495.15; 454.46; 389.10; 194.20
Calculated total energy in eV, matching the order above: -71274.302; -27592.254; -36312.934; -45075.267; -17459.623